[1]
C16H33BrI3N2O2P2 | ωB97M-V/def2-TZVPD

Properties
* strongest force on any atom: 1.11 eV/Å
* DFT total energy: -5039.03192 a.u.
* frontier orbital gap: 8.66 eV
* E_LUMO: -3.5 eV

Structure (ORCA input):
```
! wB97M-V def2-TZVPD RIJCOSX def2/J DEFGRID3
* xyz 1 1
C -4.39 2.40 2.53
C -2.97 1.92 2.25
C -2.12 1.79 3.52
C -1.43 0.43 3.72
C -0.65 -0.01 2.49
C 0.40 -1.10 2.78
C 1.83 -0.74 2.37
C 2.13 -1.07 0.90
C 1.44 -0.13 -0.09
C 2.04 1.26 0.06
C 1.58 2.25 -0.99
Br -0.13 3.08 -0.56
C 1.62 1.70 -2.41
I 3.72 1.71 -2.96
N 1.00 0.31 -2.56
P -0.80 0.42 -2.52
O -1.38 0.22 -1.20
P 1.62 -0.32 -4.30
N 1.09 1.04 -5.20
O 0.56 -1.45 -4.76
C 1.53 -0.67 -1.51
C 0.97 -2.11 -1.74
I 2.70 -3.44 -1.79
C -0.17 -2.59 -0.80
C -0.01 -3.93 -0.09
I -1.96 -2.87 -2.03
H -4.89 2.66 1.59
H -4.41 3.27 3.19
H -4.98 1.60 2.97
H -3.04 0.98 1.70
H -2.50 2.63 1.57
H -2.75 2.02 4.38
H -1.33 2.54 3.52
H -2.17 -0.32 3.99
H -0.73 0.54 4.55
H -1.36 -0.41 1.77
H -0.18 0.85 2.01
H 0.41 -1.29 3.85
H 0.13 -2.04 2.30
H 2.52 -1.35 2.96
H 2.06 0.29 2.63
H 1.82 -2.10 0.75
H 3.21 -1.03 0.73
H 0.40 -0.05 0.23
H 3.13 1.23 0.09
H 1.72 1.67 1.01
H 2.26 3.10 -1.00
H 1.10 2.39 -3.06
H -1.01 1.70 -3.06
H -1.24 -0.52 -3.46
H 0.90 0.73 -6.15
H 0.26 1.51 -4.87
H -0.29 -1.12 -5.07
H 2.59 -0.74 -1.75
H 0.63 -2.23 -2.75
H -0.46 -1.83 -0.09
H -0.92 -4.11 0.48
H 0.09 -4.75 -0.79
H 0.81 -3.91 0.62
*
```

[2]
C33H57N7O7S | ωB97M-V/def2-TZVPD

Properties
* strongest force on any atom: 3.62 eV/Å
* DFT total energy: -2599.62492 a.u.
* frontier orbital gap: 8.36 eV
* SMILES: CCCN[C@](C#N)(COc1cc(C)ccc1C(C)C)[C@](S)(C#N)CCOC=O.CN(C)C=O.CN(C)C=O.CN(C)C=O.CN(C)C=O
* E_LUMO: 0.4 eV

Structure (ORCA input):
```
! wB97M-V def2-TZVPD RIJCOSX def2/J DEFGRID3
* xyz 0 1
C 1.32 6.21 -0.80
C 0.54 4.85 -0.57
C 1.18 3.61 -1.36
N 0.84 2.41 -0.58
C 1.01 1.15 -1.32
C 2.04 1.28 -2.52
N 2.89 1.55 -3.25
C -0.42 0.76 -1.91
O -1.40 1.03 -0.90
C -2.27 -0.04 -0.67
C -1.91 -1.45 -0.52
C -2.93 -2.51 -0.26
C -2.44 -4.00 -0.16
C -4.34 -2.14 -0.12
C -4.72 -0.72 -0.26
C -3.71 0.32 -0.52
C -4.18 1.83 -0.61
C -4.09 2.42 -2.08
C -3.51 2.75 0.50
C 1.64 0.01 -0.38
S 1.88 -1.59 -1.33
C 0.81 -0.23 0.91
N 0.02 -0.35 1.74
C 3.13 0.44 0.09
C 3.53 -0.11 1.50
O 3.51 -1.57 1.59
C 2.95 -1.92 2.82
O 3.40 -2.81 3.50
H 0.57 7.04 -0.92
H 2.00 6.40 0.07
H 1.95 6.07 -1.73
H 0.47 4.57 0.53
H -0.54 4.92 -0.91
H 2.28 3.80 -1.48
H 0.63 3.59 -2.35
H 1.30 2.38 0.33
H -0.48 -0.25 -2.38
H -0.62 1.51 -2.75
H -0.85 -1.79 -0.62
H -1.81 -4.10 0.77
H -3.35 -4.66 -0.14
H -1.85 -4.31 -1.07
H -5.13 -2.92 0.10
H -5.80 -0.46 -0.12
H -5.28 1.80 -0.35
H -4.90 3.20 -2.21
H -4.33 1.60 -2.82
H -3.10 2.92 -2.29
H -4.06 2.62 1.48
H -3.50 3.83 0.18
H -2.44 2.48 0.71
H 2.96 -1.32 -2.13
H 3.23 1.57 0.14
H 3.86 0.08 -0.68
H 4.62 0.18 1.65
H 2.98 0.38 2.36
H 2.05 -1.38 3.26
C -2.18 8.79 -4.35
N -2.38 7.56 -3.61
C -3.61 7.37 -2.87
C -1.44 6.59 -3.58
O -1.54 5.53 -2.97
H -2.24 9.64 -3.66
H -2.97 8.89 -5.10
H -1.22 8.80 -4.85
H -3.39 7.22 -1.81
H -4.12 6.47 -3.25
H -4.27 8.23 -2.99
H -0.54 6.83 -4.17
C 4.90 -5.35 2.39
N 4.52 -6.35 1.40
C 4.68 -6.05 0.00
C 4.02 -7.56 1.76
O 3.68 -8.44 0.99
H 4.31 -4.45 2.22
H 5.96 -5.12 2.27
H 4.72 -5.71 3.40
H 3.71 -6.11 -0.50
H 5.36 -6.78 -0.45
H 5.09 -5.05 -0.13
H 3.93 -7.69 2.85
C 7.44 -2.35 3.14
N 8.36 -1.91 2.10
C 9.77 -2.24 2.23
C 7.94 -1.21 1.02
O 8.65 -0.81 0.12
H 7.75 -1.91 4.09
H 7.48 -3.44 3.20
H 6.42 -2.03 2.91
H 10.35 -1.31 2.24
H 10.08 -2.83 1.36
H 9.95 -2.80 3.14
H 6.85 -1.01 1.03
C -9.86 -3.78 1.57
N -8.41 -3.79 1.66
C -7.76 -2.98 2.67
C -7.65 -4.53 0.82
O -6.43 -4.58 0.84
H -10.20 -2.75 1.38
H -10.28 -4.13 2.52
H -10.21 -4.42 0.77
H -7.09 -2.27 2.19
H -7.17 -3.63 3.32
H -8.50 -2.45 3.27
H -8.24 -5.10 0.08
*
```

[3]
C3H2N2S2 | ωB97M-V/def2-TZVPD

Properties
* strongest force on any atom: 5.16 eV/Å
* ΔE to the lowest compared entry with this formula, charge and spin: 3.430 eV
* DFT total energy: -1021.14078 a.u.
* frontier orbital gap (spin up / spin down): 6.32 / 6.78 eV
* E_LUMO (spin up / spin down): 0.5 / -2.3 eV

Structure (ORCA input):
```
! wB97M-V def2-TZVPD RIJCOSX def2/J DEFGRID3
* xyz 0 3
C 0.03 0.66 -0.10
C -0.12 -0.61 -0.20
C 2.36 -0.18 -0.32
N 1.11 -0.04 -0.82
N 3.09 -1.23 -0.16
S 3.45 1.22 -0.03
S 4.59 -0.53 0.22
H -0.19 1.65 0.19
H -0.55 -1.57 -0.08
*
```

[4]
C2H3Br2FO | ωB97M-V/def2-TZVPD

Properties
* strongest force on any atom: 4.49 eV/Å
* ΔE to the lowest compared entry with this formula, charge and spin: 3.879 eV
* DFT total energy: -5401.00673 a.u.
* frontier orbital gap (spin up / spin down): 4.66 / 4.66 eV
* E_LUMO (spin up / spin down): -4.1 / -4.1 eV

Structure (ORCA input):
```
! wB97M-V def2-TZVPD RIJCOSX def2/J DEFGRID3
* xyz 0 1
C 0.22 0.85 -0.25
C 0.02 -0.44 0.23
O 0.12 -1.56 -0.50
F -0.08 -0.64 1.61
Br 2.66 0.76 -0.21
Br -3.29 0.41 -0.37
H -0.03 1.66 0.53
H 0.36 1.32 -1.24
H 0.01 -2.35 0.19
*
```

[5]
C17H35N2O2 | ωB97M-V/def2-TZVPD

Properties
* strongest force on any atom: 1.60 eV/Å
* ΔE to the lowest compared entry with this formula, charge and spin: 0.000 eV
* DFT total energy: -928.63006 a.u.
* frontier orbital gap (spin up / spin down): 8.73 / 9.85 eV
* E_LUMO (spin up / spin down): 0.7 / 0.6 eV

Structure (ORCA input):
```
! wB97M-V def2-TZVPD RIJCOSX def2/J DEFGRID3
* xyz 0 2
C 0.82 -3.75 2.32
C 1.45 -3.19 1.01
C 0.44 -2.95 -0.13
O 0.49 -1.60 -0.58
C -0.60 -0.82 -0.13
C -0.40 0.67 -0.46
C -1.79 1.25 -0.81
C -2.77 1.44 0.36
C -3.68 0.25 0.65
C -5.01 0.27 -0.15
N -5.43 -1.02 -0.69
C 0.20 1.43 0.72
C 1.74 1.37 0.89
C 2.05 0.72 2.25
C 2.30 2.80 0.95
N 2.40 0.54 -0.14
O 3.67 0.44 0.03
C 1.99 0.71 -1.55
C 2.51 -0.52 -2.32
C 2.68 1.91 -2.20
C 0.47 0.85 -1.71
H -0.22 -4.02 2.14
H 0.88 -3.01 3.10
H 1.35 -4.64 2.61
H 1.91 -2.24 1.22
H 2.24 -3.85 0.68
H -0.57 -3.22 0.16
H 0.72 -3.58 -0.96
H -0.75 -0.98 0.94
H -1.49 -1.16 -0.67
H -1.61 2.22 -1.27
H -2.25 0.63 -1.58
H -2.28 1.74 1.27
H -3.42 2.27 0.09
H -3.21 -0.72 0.52
H -3.95 0.31 1.71
H -5.79 0.63 0.51
H -4.88 0.94 -0.99
H -5.39 -1.74 0.02
H -4.85 -1.29 -1.47
H -0.25 1.02 1.62
H -0.13 2.47 0.67
H 3.06 0.97 2.53
H 1.89 -0.35 2.23
H 1.41 1.19 2.99
H 3.38 2.81 0.84
H 2.02 3.21 1.91
H 1.82 3.41 0.21
H 3.53 -0.36 -2.66
H 2.53 -1.40 -1.70
H 1.92 -0.69 -3.21
H 2.27 2.85 -1.85
H 3.75 1.86 -2.07
H 2.47 1.83 -3.26
H 0.09 0.20 -2.50
H 0.28 1.86 -2.06
*
```

[6]
H12O6 | ωB97M-V/def2-TZVPD

Properties
* strongest force on any atom: 2.27 eV/Å
* ΔE to the lowest compared entry with this formula, charge and spin: 0.290 eV
* DFT total energy: -458.66182 a.u.
* frontier orbital gap: 10.99 eV
* SMILES: O.O.O.O.O.O
* E_LUMO: 0.4 eV

Structure (ORCA input):
```
! wB97M-V def2-TZVPD RIJCOSX def2/J DEFGRID3
* xyz 0 1
O -1.50 -0.62 -1.15
H -2.32 -0.81 -1.54
H -1.57 0.24 -0.64
O -1.56 1.68 0.39
H -0.70 2.06 0.09
H -1.32 1.21 1.22
O 0.36 0.38 2.02
H 0.30 -0.57 1.78
H 0.93 0.77 1.34
O 1.30 1.63 -0.10
H 2.02 2.28 -0.12
H 1.47 0.92 -0.78
O 1.42 -0.71 -1.49
H 0.50 -0.80 -1.79
H 1.47 -1.24 -0.69
O 0.01 -1.92 0.60
H 0.05 -2.89 0.74
H -0.86 -1.61 0.12
*
```